# 1
# C5H10

A cluster of 2 separate species, C5H10 in total (wB97M-V/def2-TZVPD, the OMol25 dataset).

Results
Energy above the lowest of the compared OMol25 structures with the same formula, charge and spin in kcal per mole: 43.0
Kohn-Sham gap in eV: 10.6
Spin multiplicity: 1
Structure (SMILES): C=CC.C=C

Bonds (Å) are listed after each position.
Cartesian coordinates (Å):
1 C -0.581 -0.509 1.825  C2 1.327, H12 1.087, H15 1.088
2 C 0.383 -1.346 1.467  C1 1.327, H11 1.087, H13 1.087
3 C 1.328 0.055 -1.204  C4 1.328, H7 1.089, H8 1.086
4 C 0.436 1.015 -0.986  C3 1.328, C5 1.499, H6 1.090
5 C -1.050 0.822 -1.049  C4 1.499, H9 1.097, H10 1.094, H14 1.095
6 H 0.780 2.025 -0.760  C4 1.090
7 H 1.014 -0.966 -1.416  C3 1.089
8 H 2.397 0.243 -1.169  C3 1.086
9 H -1.568 1.349 -0.240  C5 1.097
10 H -1.324 -0.236 -0.998  C5 1.094
11 H 0.174 -2.368 1.160  C2 1.087
12 H -1.628 -0.802 1.836  C1 1.087
13 H 1.423 -1.034 1.433  C2 1.087
14 H -1.423 1.229 -1.996  C5 1.095
15 H -0.362 0.522 2.096  C1 1.088

Here are the natural (NBO) charges for atoms 1 to 6, given in e: -0.397, -0.381, -0.410, -0.166, -0.653, 0.192



# 2
# C5H10

The molecule C5H10 (wB97M-V/def2-TZVPD, the OMol25 dataset).

Results
Energy above the lowest of the compared OMol25 structures with the same formula, charge and spin in kcal per mole: 34.9
Kohn-Sham gap in eV: 11.7
Spin multiplicity: 1
Structure (SMILES): CC1CCC1

Bonds (Å) are listed after each position.
Cartesian coordinates (Å):
1 C -0.647 -1.006 0.400  C2 1.547, C3 1.573, H7 1.096, H10 1.097
2 C -1.700 -0.075 -0.246  C1 1.547, C4 1.545, H8 1.097, H14 1.101
3 C 0.357 0.194 0.557  C1 1.573, C4 1.567, C5 1.600, H11 1.077
4 C -0.558 0.942 -0.472  C2 1.545, C3 1.567, H6 1.096, H12 1.097
5 C 1.923 0.045 0.260  C3 1.600, H9 1.117, H13 1.104, H15 1.083
6 H -0.123 0.762 -1.461  C4 1.096
7 H -0.241 -1.667 -0.374  C1 1.096
8 H -2.470 0.274 0.453  C2 1.097
9 H 2.568 -0.218 1.133  C5 1.117
10 H -0.978 -1.625 1.244  C1 1.097
11 H 0.637 0.602 1.513  C3 1.077
12 H -0.804 2.008 -0.389  C4 1.097
13 H 2.350 0.998 -0.099  C5 1.104
14 H -2.212 -0.453 -1.144  C2 1.101
15 H 2.069 -0.730 -0.482  C5 1.083

Here are the natural (NBO) charges for atoms 1 to 6, given in e: -0.399, -0.400, -0.226, -0.400, -0.610, 0.197



# 3
# C5H10

The molecule C5H10 (wB97M-V/def2-TZVPD, the OMol25 dataset).

Results
Energy above the lowest of the compared OMol25 structures with the same formula, charge and spin in kcal per mole: 39.2
Kohn-Sham gap in eV: 11.9
Spin multiplicity: 1
Structure (SMILES): C1CCCC1

Bonds (Å) are listed after each position.
Cartesian coordinates (Å):
1 C -1.059 0.717 0.172  C3 1.540, C5 1.681, H8 1.123, H15 1.079
2 C 0.411 -0.473 -1.010  C3 1.533, C4 1.513, H7 1.140, H11 1.100
3 C -0.989 -0.699 -0.429  C1 1.540, C2 1.533, H6 1.095, H12 1.097
4 C 1.352 -0.227 0.150  C2 1.513, C5 1.546, H13 1.098, H14 1.100
5 C 0.391 0.619 1.017  C1 1.681, C4 1.546, H9 1.099, H10 1.100
6 H -1.090 -1.463 0.349  C3 1.095
7 H 0.219 0.631 -1.221  C2 1.140
8 H -1.396 1.335 -0.703  C1 1.123
9 H 0.067 0.004 1.869  C5 1.099
10 H 0.867 1.517 1.437  C5 1.100
11 H 0.758 -1.168 -1.789  C2 1.100
12 H -1.697 -0.938 -1.233  C3 1.097
13 H 1.691 -1.142 0.652  C4 1.098
14 H 2.252 0.302 -0.196  C4 1.100
15 H -1.774 0.985 0.935  C1 1.079

Here are the natural (NBO) charges for atoms 1 to 6, given in e: -0.430, -0.398, -0.417, -0.415, -0.399, 0.196